# C20H28N2PbSi

A molecular structure, C20H28N2PbSi in a non-equilibrium geometry (ωB97M-V/def2-TZVPD, OMol25).

Element x y z (Å)
C: 0.588 2.470 3.660
C: 1.030 2.981 2.410
C: -0.078 2.957 1.506
H: 2.021 3.389 2.199
C: -1.203 2.437 2.217
C: -0.787 2.134 3.539
H: -1.434 1.802 4.354
H: 1.173 2.433 4.584
H: -0.094 3.343 0.484
H: -2.225 2.387 1.837
Pb: 0.746 0.206 1.190
C: -1.648 -2.681 -2.120
H: -2.452 -2.004 -2.416
H: -0.912 -2.992 -2.861
H: -1.758 -3.270 -1.212
Si: -0.205 -0.643 -0.883
C: 1.389 -0.753 -1.856
C: 2.169 0.385 -2.175
H: 1.788 1.389 -1.964
C: 3.440 0.229 -2.736
H: 4.045 1.109 -2.953
C: 3.935 -1.047 -3.026
H: 4.925 -1.166 -3.467
C: 3.151 -2.179 -2.759
H: 3.524 -3.177 -3.000
C: 1.888 -2.038 -2.174
H: 1.268 -2.914 -1.953
C: -1.281 0.645 -1.672
C: -1.028 1.036 -3.004
H: -0.268 0.511 -3.587
C: -1.734 2.101 -3.573
H: -1.503 2.408 -4.593
C: -2.723 2.764 -2.839
H: -3.254 3.610 -3.277
C: -3.039 2.330 -1.543
H: -3.829 2.828 -0.979
C: -2.348 1.260 -0.971
H: -2.623 0.899 0.027
H: -3.137 -4.647 -3.784
H: -2.770 -4.199 -3.294
N: 1.938 -0.771 3.253
C: 1.119 -1.861 3.849
C: -0.319 -1.423 3.976
N: -0.889 -1.101 2.633
H: 2.894 -1.082 3.076
H: 2.004 0.025 3.894
H: 1.206 -2.747 3.210
H: 1.516 -2.113 4.842
H: -0.906 -2.227 4.440
H: -0.402 -0.532 4.612
H: -1.739 -0.539 2.725
H: -1.171 -1.960 2.153

Computed properties:
total charge: 0
E: -1370.54457 a.u.
energy relative to the best compared isomer or geometry (same formula, charge and spin): 0.000 eV

Results of the Löwdin charge analysis, in e, for atoms 1 through 5: -0.224 -0.266 -0.280 0.083 -0.227